--- one ---
C5H7NO2 | ωB97M-V/def2-TZVPD

Last column: Mulliken charge in e.
Cartesian coordinates (Å):
C (-1.11810, 1.24524, 0.71658)  -0.42
C (-1.81156, 1.67715, -0.25139)  0.90
C (-0.42108, 1.68150, 1.93467)  0.24
C (-0.12789, 0.35874, 1.35695)  0.03
C (1.21207, 0.02495, 0.69870)  -0.98
N (0.37696, -2.06959, -2.15226)  -0.74
O (-2.60799, 2.03251, -0.99482)  -0.41
O (-0.39913, 2.56726, 2.68419)  -0.46
H (-0.62116, -0.50189, 1.87782)  0.26
H (0.97355, -0.83231, 0.07612)  0.32
H (2.04588, -0.23863, 1.48686)  0.27
H (1.79499, 0.80760, 0.01900)  0.26
H (1.11835, -2.72372, -2.58097)  0.24
H (0.06830, -1.36234, -2.91389)  0.25
H (-0.48318, -2.66645, -1.95757)  0.24

## Properties
SMILES ... C[C@H]1C(=O)C1=C=O.N
Orbital gap ... 9.73 eV


--- two ---
C5H7NO2 | ωB97M-V/def2-TZVPD

Last column: Mulliken charge in e.
Cartesian coordinates (Å):
C (-0.87537, 1.62749, -0.42677)  -0.84
N (-0.39028, 0.50022, 0.38012)  -0.08
C (1.12380, 0.48252, 0.60864)  0.48
C (-0.79759, -1.14606, -0.15092)  0.35
C (1.54488, -0.85801, 0.37966)  -0.63
C (0.54392, -1.70251, -0.05503)  -0.40
O (1.71378, 1.51490, 0.80991)  -0.56
O (-1.91068, -1.53631, 0.13971)  -0.63
H (-0.89042, 0.43809, 1.26395)  0.34
H (-0.33833, -1.13081, -1.34761)  0.05
H (2.58534, -1.12657, 0.45811)  0.44
H (0.65265, -2.76993, -0.18450)  0.49
H (-1.94215, 1.50640, -0.60653)  0.34
H (-0.32707, 1.63362, -1.36673)  0.32
H (-0.69248, 2.56695, 0.09800)  0.33

## Properties
SMILES ... C[N@@H+]1C(=O)C=C[C@H]1[O-]
Orbital gap ... 8.40 eV


--- three ---
C5H7NO2 | ωB97M-V/def2-TZVPD

Last column: Mulliken charge in e.
Cartesian coordinates (Å):
C (2.48466, -0.54522, -0.07442)  -1.51
C (1.16208, 0.06808, 0.07098)  0.62
C (-1.03196, 0.71089, -0.31949)  -0.21
C (-2.39182, -0.03772, 0.10808)  -0.35
C (-0.36114, -0.47535, 0.24520)  0.22
H (2.53575, -1.16230, -0.96419)  0.29
H (2.77258, -1.04656, 0.79605)  0.33
H (3.26957, -0.01196, -0.25773)  0.55
H (-1.00705, 0.67235, -1.31373)  0.53
H (-2.71354, 0.07041, 1.27052)  0.25
H (-3.45564, 0.29669, -0.54202)  0.27
H (-0.36515, -0.33846, 1.36421)  0.22
N (0.91469, 1.26941, -0.10129)  -0.49
O (-0.37177, 1.73162, 0.03087)  -0.27
O (-1.44125, -1.20189, -0.31304)  -0.46

## Properties
SMILES ... CC1=NO[C@@H]2CO[C@@H]12
Orbital gap ... 10.40 eV


Which of them is most stable? Easy: two.


--- one ---
C5H7NO2 | ωB97M-V/def2-TZVPD

Last column: Mulliken charge in e.
Cartesian coordinates (Å):
C (-0.28602, -0.81362, -0.45848)  -0.57
C (2.14649, -0.99089, -0.30111)  0.22
C (0.14768, 0.26405, 0.21749)  0.47
C (-2.31217, -0.03273, -0.18261)  -0.19
C (0.25707, 1.36101, 0.88512)  -0.75
O (2.99835, 0.07449, -0.20522)  -0.39
N (-2.71006, 1.01902, 0.34004)  -0.44
O (2.58914, -2.09380, -0.48629)  -0.52
H (3.92122, -0.24380, -0.28486)  0.30
H (-3.72550, 1.16901, 0.37359)  0.24
H (-0.26038, -0.82688, -1.54074)  0.32
H (-0.40476, -1.75949, 0.05513)  0.32
H (-2.93497, -0.82770, -0.62564)  0.32
H (1.22305, 1.75821, 1.16500)  0.32
H (-0.64914, 1.94311, 1.04859)  0.34

## Properties
Orbital gap (alpha / beta) ... 7.66 / 6.88 eV


--- two ---
C5H7NO2 | ωB97M-V/def2-TZVPD

Last column: Mulliken charge in e.
Cartesian coordinates (Å):
C (0.85691, 0.51231, -0.41338)  0.23
C (-0.02593, 0.98102, 0.67245)  0.10
C (-1.04814, -0.99504, 0.59552)  -0.31
C (-1.58148, -0.01214, -0.44551)  -0.01
C (-0.32716, -0.64574, -0.68825)  -0.78
H (2.89155, -0.31752, -0.62779)  0.28
H (1.91472, -0.78493, 0.78400)  0.23
H (0.85335, 1.09609, -1.45747)  0.31
H (0.24885, 1.98915, 1.32218)  0.34
H (-1.47297, -1.83622, 1.38075)  0.32
H (-2.41379, -0.04431, -1.18824)  0.41
H (-0.41610, -1.11499, -1.61787)  0.43
N (1.96038, -0.05758, 0.11924)  -0.65
O (-0.21172, -0.07902, 1.51518)  -0.46
O (-1.22849, 1.30891, 0.04919)  -0.45

## Properties
SMILES ... N[C@@H]1[C@H]2O[C@@H]3[C@H](O2)[C@H]13
Orbital gap ... 9.35 eV


--- three ---
C5H7NO2 | ωB97M-V/def2-TZVPD

Last column: Mulliken charge in e.
Cartesian coordinates (Å):
N (0.37671, -1.03248, -0.06359)  -0.16
C (-0.00872, 0.09566, 0.49984)  0.48
C (1.80046, -1.57451, 0.93935)  0.13
C (-1.52775, 0.42979, -0.54185)  -0.43
C (0.19363, 0.89540, 1.52211)  -0.91
C (-1.55831, 1.43325, -1.39411)  -0.51
O (0.82515, -0.96100, -1.38436)  -0.38
O (2.06962, -1.48509, 2.09472)  -0.37
H (0.30373, -1.62724, -1.85636)  0.36
H (2.39628, -2.17849, 0.21145)  0.33
H (-2.35551, -0.23642, -0.32680)  0.33
H (-0.41615, 1.77747, 1.63578)  0.31
H (1.02133, 0.74092, 2.19610)  0.28
H (-0.66167, 2.00761, -1.59939)  0.25
H (-2.45880, 1.71514, -1.93290)  0.29

## Properties
SMILES ... C=CC(=C)N(O)C=O
Orbital gap ... 9.32 eV


--- four ---
C5H7NO2 | ωB97M-V/def2-TZVPD

Last column: Mulliken charge in e.
Cartesian coordinates (Å):
C (-2.47280, 0.09791, 0.23419)  -0.79
C (-0.81164, -0.22905, -0.23641)  0.15
C (0.04749, -1.22846, -0.15751)  -0.36
C (1.39588, -0.65564, -0.25351)  0.34
C (1.06991, 0.73741, -0.22004)  -0.16
H (-2.10776, 1.26943, 0.98792)  0.26
H (-3.17773, -0.85601, 0.73256)  0.24
H (-2.90259, 0.13742, -0.82691)  0.25
H (-0.33376, -2.30399, -0.06304)  0.27
H (2.90126, -2.12172, -0.04565)  0.37
H (2.67141, 1.31769, 0.02110)  0.42
H (-0.69931, 1.73118, -0.43538)  0.35
N (-0.22462, 0.94951, -0.05244)  -0.14
O (2.85669, -0.79220, 0.29176)  -0.63
O (1.78756, 1.94651, 0.02336)  -0.56

## Properties
Orbital gap ... 7.54 eV


Which of them is most stable? Easy: two.


--- one ---
C3H3IS | ωB97M-V/def2-TZVPD

Last column: Mulliken charge in e.
Cartesian coordinates (Å):
C (2.27433, -0.81016, -0.05958)  -0.19
C (2.89941, 0.19887, -0.36256)  -0.25
C (-2.01819, -0.03668, 0.28082)  -0.71
S (-0.86329, -1.15108, -0.61261)  0.10
I (4.67511, 1.26267, -0.55573)  0.17
H (-3.07182, -0.39405, 0.44445)  0.31
H (-2.35059, 0.73464, -0.39782)  0.30
H (-1.54496, 0.19580, 1.26301)  0.27

## Properties
Orbital gap (alpha / beta) ... 5.27 / 4.76 eV


--- two ---
C3H3IS | ωB97M-V/def2-TZVPD

Last column: Mulliken charge in e.
Cartesian coordinates (Å):
C (3.22069, -2.59635, 1.69683)  -0.15
C (3.24944, -3.72954, 1.27532)  -0.32
C (0.11936, 0.01863, -0.13802)  -0.67
S (1.62629, -0.79462, -0.65888)  0.10
I (3.90520, -5.65430, 1.00698)  0.20
H (-0.58690, -0.73165, 0.20004)  0.27
H (-0.28308, 0.55404, -0.99231)  0.30
H (0.33955, 0.71673, 0.66562)  0.28

## Properties
Orbital gap (alpha / beta) ... 5.04 / 4.60 eV


Which of them is most stable? Easy: two.


--- one ---
C4H6OS3 | ωB97M-V/def2-TZVPD

Last column: Mulliken charge in e.
Cartesian coordinates (Å):
C (-0.84137, 0.13750, 0.55024)  0.07
C (-1.19397, -1.24487, -0.26560)  -0.58
C (0.28637, 0.15375, -0.45846)  -0.25
C (1.67751, 0.63504, -0.04779)  0.20
H (-1.25735, 2.40746, 0.44009)  0.15
H (-0.70834, -0.15422, 1.65883)  0.35
H (-1.78042, -2.20706, 0.36685)  0.29
H (-2.05876, -1.07123, -1.15165)  0.29
H (-0.08588, 1.00560, -1.12878)  0.47
H (2.71390, -1.70242, 0.47571)  0.18
O (0.39719, -1.29787, -0.53869)  -0.43
S (-2.06836, 1.27853, 0.11941)  -0.26
S (3.12899, -0.24573, 0.24402)  -0.18
S (1.79049, 2.30553, -0.26417)  -0.28

## Properties
Orbital gap ... 8.26 eV


--- two ---
C4H6OS3 | ωB97M-V/def2-TZVPD

Last column: Mulliken charge in e.
Cartesian coordinates (Å):
C (-0.47848, -0.27405, -0.75597)  -0.32
C (-0.40014, -0.93337, 0.59170)  -0.32
C (0.81784, -0.20698, 0.19834)  0.36
C (1.00511, 1.04969, 0.55401)  -0.15
H (-2.53459, 0.39383, -1.46684)  0.17
H (-0.57134, -1.02009, -1.61293)  0.34
H (-0.32194, -1.97264, 0.76999)  0.46
H (-1.78374, 0.27937, 1.15566)  0.33
H (2.55850, -0.17026, -1.29202)  0.15
H (0.25757, 1.34197, 1.36764)  0.30
O (-1.28272, -0.36739, 1.59351)  -0.54
S (-1.68401, 1.14364, -0.78874)  -0.27
S (2.14394, -1.17968, -0.50423)  -0.16
S (2.27398, 1.91595, 0.18989)  -0.34

## Properties
SMILES ... O[C@H]1[C@@H](S)[C@@]1(S)C=S
Orbital gap ... 8.26 eV


Which of them is most stable? Easy: two.